1.
{"formula": "C52H38As2Cl2F4N4SSiW", "method": "ωB97M-V with the def2-TZVPD basis set", "spin_multiplicity": 3, "largest_force_ev_per_a": 0.5, "total_charge": 2, "homo_energy_ha": [-0.484, -0.480], "elements": ["W", "C", "C", "As", "C", "C", "C", "C", "C", "C", "C", "C", "C", "C", "C", "C", "As", "C", "C", "C", "C", "C", "C", "C", "C", "C", "C", "C", "C", "H", "H", "H", "H", "H", "H", "H", "H", "H", "H", "H", "H", "H", "H", "H", "H", "H", "H", "H", "H", "H", "H", "H", "H", "Cl", "C", "C", "C", "C", "C", "Cl", "C", "S", "H", "H", "H", "F", "C", "C", "F", "C", "C", "C", "F", "C", "C", "C", "N", "C", "N", "F", "C", "C", "N", "C", "N", "C", "Si", "C", "C", "C", "C", "C", "C", "C", "H", "H", "H", "H", "H", "H", "H", "H", "H", "H", "H"], "coordinates": [[-0.231047, 0.803275, -0.343907], [-3.482410, -1.049367, -0.997173], [-3.530852, -0.548929, 0.439402], [-1.771692, -0.766579, 1.241306], [-1.505035, -2.663638, 1.378570], [-2.578021, -3.545569, 1.326845], [-2.352991, -4.908765, 1.444783], [-1.061543, -5.389009, 1.623678], [0.007876, -4.506303, 1.684982], [-0.212545, -3.143141, 1.557886], [-1.890019, -0.110487, 3.048309], [-0.933605, -0.537804, 3.968017], [-0.968168, -0.065072, 5.270870], [-1.945901, 0.843430, 5.655713], [-2.899260, 1.265047, 4.740806], [-2.876677, 0.787042, 3.436707], [-1.934368, -0.376841, -2.013315], [-1.617912, -1.809196, -3.241870], [-2.519644, -1.990243, -4.285572], [-2.366066, -3.075398, -5.134383], [-1.323483, -3.971828, -4.935259], [-0.436628, -3.791328, -3.883455], [-0.584316, -2.709075, -3.029666], [-2.687948, 1.094689, -3.013681], [-2.326636, 1.340890, -4.333221], [-2.806702, 2.474202, -4.974882], [-3.643157, 3.357623, -4.304705], [-4.010864, 3.105595, -2.989708], [-3.530291, 1.976275, -2.342432], [-3.391172, -2.134562, -1.033345], [-4.378625, -0.774378, -1.551703], [-4.285042, -1.070335, 1.027174], [-3.753265, 0.517632, 0.487689], [-3.592051, -3.186466, 1.207235], [-3.187745, -5.595661, 1.403527], [-0.890100, -6.453132, 1.716978], [1.014181, -4.879605, 1.824704], [0.626985, -2.458673, 1.585068], [-0.189172, -1.274066, 3.681711], [-0.240362, -0.414999, 5.992704], [-1.968976, 1.215568, 6.671056], [-3.671837, 1.959408, 5.043401], [-3.641269, 1.112264, 2.742059], [-3.333255, -1.293951, -4.444955], [-3.060806, -3.220159, -5.950963], [-1.203579, -4.814658, -5.602949], [0.376481, -4.488418, -3.729791], [0.113231, -2.562827, -2.215854], [-1.683952, 0.649205, -4.862632], [-2.531878, 2.664214, -6.004093], [-4.016261, 4.237983, -4.811942], [-4.674040, 3.784821, -2.468694], [-3.826207, 1.789248, -1.315364], [-1.518677, 2.727748, 0.954393], [-1.549680, 4.034804, -0.220279], [-2.338602, 5.126944, 0.067139], [-2.385136, 6.157288, -0.858529], [-1.657680, 6.079222, -2.035040], [-0.868729, 4.970640, -2.294819], [0.011416, 4.906548, -3.773770], [-0.794348, 3.911851, -1.379297], [0.252201, 2.532989, -1.741863], [-2.896728, 5.175449, 0.992366], [-2.991864, 7.029863, -0.657841], [-1.692678, 6.879271, -2.761849], [3.483830, -0.572836, 2.531602], [3.903427, -0.038846, 3.683725], [5.012177, -0.522172, 4.269140], [5.660220, -1.509200, 3.687078], [5.509086, 0.008723, 5.523657], [4.719882, 1.086796, 6.087392], [3.613142, 1.562656, 5.486450], [2.935037, 2.548487, 6.054785], [3.134854, 1.037974, 4.236617], [2.013549, 1.531333, 3.611535], [1.524844, 1.064526, 2.369289], [1.032076, 0.852675, 1.350131], [1.181591, 2.594553, 4.101380], [0.421783, 3.400307, 4.409772], [5.099475, 1.613946, 7.230319], [6.633159, -0.473203, 6.129609], [7.420698, -1.542950, 5.592985], [8.070818, -2.414327, 5.221775], [7.146003, 0.032710, 7.367360], [7.613411, 0.384262, 8.356505], [3.361183, 0.904050, -1.054828], [1.909425, -0.246032, -1.404222], [2.285017, -1.844891, -0.483456], [1.830340, -0.625390, -3.242942], [1.072664, 0.103252, -4.162350], [1.048697, -0.235055, -5.509332], [1.788951, -1.316062, -5.967692], [2.561497, -2.044457, -5.073686], [2.580350, -1.701267, -3.729544], [3.769477, 0.720398, -0.056227], [3.107736, 1.962137, -1.133558], [4.154560, 0.704077, -1.779475], [3.208010, -2.288666, -0.869410], [1.502757, -2.599609, -0.543515], [2.460481, -1.621577, 0.572390], [0.491531, 0.958617, -3.835729], [0.461634, 0.351539, -6.206540], [1.773672, -1.581919, -7.016813], [3.152173, -2.881368, -5.424829], [3.189900, -2.293808, -3.055677]], "forces_ev_per_a": [[0.32, -0.34, -0.16], [0.06, -0.03, 0.03], [0.04, -0.01, 0.03], [0.05, 0.12, -0.09], [0.03, 0.05, -0.01], [-0.05, -0.02, 0.02], [0.04, -0.03, 0.02], [-0.03, 0.02, -0.01], [0.01, -0.03, 0.02], [0.04, 0.00, -0.03], [0.04, -0.11, 0.05], [-0.01, -0.05, 0.00], [0.02, 0.03, 0.01], [-0.01, 0.01, -0.03], [0.00, 0.01, 0.03], [-0.01, 0.05, 0.01], [-0.10, 0.31, 0.12], [0.02, 0.03, 0.03], [-0.02, -0.01, -0.04], [0.02, -0.03, -0.01], [-0.02, 0.03, 0.00], [0.00, -0.01, 0.01], [0.01, -0.05, 0.03], [-0.03, -0.03, -0.01], [0.03, 0.00, 0.01], [-0.01, 0.01, 0.01], [0.00, -0.01, 0.01], [0.00, 0.03, -0.02], [-0.01, 0.01, 0.01], [0.00, -0.04, 0.02], [-0.02, 0.03, -0.03], [-0.02, -0.01, 0.04], [-0.03, 0.02, 0.00], [-0.02, 0.00, -0.01], [0.01, 0.00, 0.00], [0.00, 0.01, 0.00], [-0.01, 0.00, 0.00], [-0.02, -0.02, 0.02], [0.00, 0.01, 0.01], [-0.01, 0.00, -0.01], [-0.01, 0.00, -0.01], [0.01, 0.00, 0.00], [0.00, 0.01, -0.01], [-0.02, 0.01, -0.01], [0.01, 0.00, 0.00], [0.00, 0.01, 0.00], [-0.01, 0.00, -0.01], [-0.01, -0.01, 0.00], [0.03, 0.00, -0.01], [0.00, 0.00, 0.01], [0.00, -0.02, 0.01], [0.01, -0.01, -0.01], [0.00, 0.01, -0.01], [-0.04, 0.00, -0.05], [0.03, -0.04, -0.06], [-0.05, 0.00, 0.09], [0.00, 0.05, -0.04], [-0.02, 0.03, -0.01], [0.01, -0.07, 0.03], [-0.01, 0.00, 0.01], [-0.01, 0.03, -0.04], [-0.03, -0.02, -0.01], [0.01, 0.00, -0.02], [0.01, -0.01, 0.00], [0.00, -0.01, 0.02], [0.03, 0.06, 0.11], [0.07, -0.11, -0.10], [-0.02, -0.10, -0.13], [-0.06, 0.09, 0.05], [0.21, -0.09, 0.11], [-0.02, 0.08, 0.12], [-0.03, 0.09, 0.08], [0.05, -0.07, -0.04], [-0.08, 0.04, -0.03], [-0.06, 0.11, 0.05], [0.17, 0.10, -0.15], [-0.37, -0.15, 0.11], [-0.10, -0.09, 0.11], [0.07, -0.02, -0.08], [-0.04, -0.03, -0.10], [-0.05, 0.06, -0.04], [-0.02, -0.08, 0.00], [0.00, 0.06, 0.01], [0.03, 0.01, 0.06], [-0.03, -0.02, -0.07], [0.02, 0.01, 0.02], [-0.04, 0.14, 0.00], [0.10, 0.00, 0.08], [-0.05, 0.03, -0.01], [0.03, -0.01, -0.04], [0.01, -0.01, 0.03], [-0.01, 0.02, 0.03], [0.01, -0.01, -0.02], [0.01, -0.01, -0.01], [-0.03, 0.03, -0.03], [0.02, -0.02, -0.02], [0.00, -0.02, 0.04], [-0.03, 0.05, 0.03], [-0.02, -0.03, -0.05], [0.00, -0.04, -0.05], [0.01, -0.02, -0.02], [0.01, -0.01, 0.01], [0.00, 0.00, 0.01], [-0.01, 0.01, 0.00], [-0.02, 0.02, -0.03]]}


2.
{"formula": "C52H38BrN2O11P2SW", "method": "ωB97M-V with the def2-TZVPD basis set", "spin_multiplicity": 3, "largest_force_ev_per_a": 5.4, "total_charge": -1, "homo_energy_ha": [-0.119, -0.171], "elements": ["W", "O", "C", "O", "C", "C", "C", "C", "C", "N", "C", "O", "O", "H", "H", "H", "C", "C", "C", "C", "C", "C", "C", "C", "P", "C", "C", "C", "C", "C", "C", "C", "C", "C", "C", "C", "C", "C", "O", "C", "C", "C", "C", "C", "C", "P", "C", "C", "C", "C", "C", "C", "C", "C", "C", "C", "C", "C", "H", "H", "H", "H", "H", "H", "H", "H", "H", "H", "H", "H", "H", "H", "H", "H", "H", "H", "H", "H", "H", "H", "H", "H", "H", "H", "H", "H", "H", "H", "H", "H", "Br", "C", "C", "C", "C", "C", "N", "C", "O", "O", "H", "H", "H", "O", "S", "O", "O", "O"], "coordinates": [[-0.123100, 0.333300, 0.852800], [-4.211800, -0.047700, 0.962200], [-2.873900, -0.471400, 1.201500], [-1.985100, 0.459100, 1.527800], [-2.353200, -1.681500, 0.822000], [-3.085400, -2.718300, 0.151600], [-2.508600, -3.869400, -0.218600], [-1.171900, -4.219600, 0.308500], [-0.353700, -3.018400, 0.845600], [-0.962800, -1.713700, 1.064400], [1.899900, -2.636400, -0.009200], [2.894200, -3.318400, 0.078500], [1.744900, -1.392200, 0.285900], [-4.110700, -2.491800, -0.102500], [-3.021600, -4.605100, -0.818800], [-1.286400, -5.017200, 1.053300], [-5.062900, -2.468100, -4.121500], [-3.938200, -1.753300, -4.895000], [-4.208200, -1.870400, -6.397700], [-3.890400, -0.297100, -4.457400], [-4.559400, 0.744100, -5.087900], [-4.475800, 2.039400, -4.600400], [-3.682700, 2.333800, -3.505800], [-2.965500, 1.326300, -2.880600], [-1.822300, 1.570000, -1.433500], [-1.014000, 3.069000, -2.166400], [-0.495300, 4.140000, -1.443100], [0.277700, 5.104200, -2.063800], [0.532600, 5.044200, -3.421000], [0.019600, 3.990500, -4.156100], [-0.725700, 3.007900, -3.534100], [-3.239600, 1.875400, -0.277700], [-4.094500, 0.764200, -0.263600], [-4.839400, 0.584900, 2.072100], [-4.710300, 1.882900, 2.432200], [-3.976200, 2.930100, 1.842400], [-3.245100, 2.901200, 0.675700], [-3.135300, 0.028400, -3.335900], [-2.460000, -0.917600, -2.612500], [-1.966300, -1.944900, -3.359300], [-0.746100, -2.442300, -2.925200], [-0.152500, -3.449900, -3.673000], [-0.790900, -3.944400, -4.796900], [-2.004400, -3.422500, -5.212600], [-2.612400, -2.392500, -4.509300], [0.040200, -1.582400, -1.464300], [1.473100, -1.115700, -2.521600], [2.606900, -1.861500, -2.819800], [3.522600, -1.375600, -3.741900], [3.324500, -0.156200, -4.367800], [2.206900, 0.600800, -4.056400], [1.288600, 0.115000, -3.148300], [0.512800, -3.095000, -0.464500], [-0.040500, -4.518500, -0.704900], [0.880200, -5.576200, -0.203500], [1.374800, -5.601000, 1.037700], [1.152800, -4.622700, 2.083500], [0.443200, -3.489400, 2.026400], [-6.023100, -2.007100, -4.348100], [-4.889000, -2.402800, -3.049800], [-5.097800, -3.520000, -4.402700], [-5.163100, -1.417000, -6.650300], [-4.255300, -2.913100, -6.699300], [-3.421400, -1.372800, -6.960300], [-5.160100, 0.552800, -5.964200], [-5.023600, 2.826400, -5.100500], [-3.596300, 3.346900, -3.144000], [-0.652700, 4.219300, -0.380200], [0.692100, 5.898600, -1.463800], [1.140300, 5.800000, -3.896300], [0.210600, 3.926900, -5.218300], [-1.086000, 2.180500, -4.131200], [-4.049400, 0.053200, -1.076800], [-5.441700, -0.125200, 2.614500], [-5.251100, 2.140200, 3.335000], [-3.929400, 3.847700, 2.409800], [-2.629800, 3.768300, 0.479700], [0.818800, -3.823500, -3.387200], [-0.336300, -4.742900, -5.364200], [-2.465700, -3.822900, -6.101100], [2.804500, -2.800400, -2.323500], [4.405000, -1.956700, -3.976200], [4.045600, 0.214200, -5.084600], [2.050700, 1.570100, -4.508300], [0.419000, 0.706800, -2.888900], [-0.385300, -4.734500, -1.715000], [1.139500, -6.366500, -0.896100], [2.031300, -6.419100, 1.308000], [1.651600, -4.848200, 3.017900], [0.376800, -2.879400, 2.910800], [0.056300, -0.564100, 4.129900], [1.669100, 0.111400, 3.353200], [2.749300, 0.416800, 4.114500], [3.880500, 0.972000, 3.457000], [3.793600, 1.210100, 2.098800], [2.649900, 0.874500, 1.388700], [1.544500, 0.260500, 2.016800], [2.403900, 1.214300, -0.019300], [3.229800, 1.711700, -0.767300], [1.155600, 0.925400, -0.394600], [2.738600, 0.244100, 5.177800], [4.760600, 1.220300, 4.028200], [4.593900, 1.682800, 1.552000], [-0.755900, 4.053500, 2.159000], [-0.067800, 2.854000, 1.798700], [-0.323500, 1.703100, 2.708000], [-0.595800, 2.243700, 0.511300], [1.357900, 2.998300, 1.637800]], "forces_ev_per_a": [[-3.61, -4.06, -0.26], [1.22, 0.01, 0.56], [1.81, -0.57, -0.05], [-1.75, -0.71, 0.11], [0.37, 1.08, 1.13], [-0.08, -0.65, -0.31], [-0.11, 0.50, 0.21], [-0.17, -0.03, 0.05], [0.13, 0.54, 0.07], [-0.84, -0.08, -0.10], [-0.86, -0.39, -0.41], [0.65, 0.08, -0.16], [0.72, 0.28, 0.48], [-0.12, 0.03, -0.12], [-0.21, -0.07, -0.09], [0.00, 0.10, -0.08], [0.08, 0.07, -0.08], [-0.16, -0.07, -0.05], [0.09, 0.04, 0.27], [0.07, -0.13, 0.01], [0.07, -0.16, 0.07], [-0.04, 0.18, -0.02], [-0.09, -0.06, -0.03], [0.11, -0.77, 0.03], [-1.53, 0.87, -0.47], [0.10, -0.18, 0.23], [-0.06, -0.06, 0.10], [0.00, 0.16, -0.01], [0.05, 0.06, 0.04], [0.08, 0.03, -0.11], [-0.02, -0.05, 0.02], [0.03, 0.25, 0.11], [-0.21, 0.88, -1.80], [-0.67, 0.01, 1.22], [0.25, -0.37, -0.68], [0.18, 0.41, -0.07], [-0.28, -0.08, -0.24], [0.00, 0.73, -0.14], [-0.51, -0.24, -0.23], [0.53, -0.53, -0.22], [-0.65, 0.44, 0.17], [-0.15, 0.10, -0.01], [0.15, -0.17, 0.02], [-0.04, 0.10, 0.09], [-0.07, 0.13, 0.05], [0.65, -1.22, -0.94], [-0.10, 0.16, 0.12], [0.03, 0.09, 0.04], [0.10, -0.09, -0.07], [0.02, 0.09, -0.03], [0.00, 0.01, -0.12], [-0.10, -0.09, 0.12], [0.26, 0.88, 0.07], [0.10, 0.02, -0.14], [0.09, -0.27, 0.29], [-0.05, -0.50, -0.50], [-0.13, 0.39, 0.39], [-0.06, -0.33, 0.27], [-0.10, 0.04, 0.01], [0.00, 0.00, 0.14], [-0.01, -0.10, 0.00], [-0.09, 0.01, -0.03], [-0.02, -0.10, -0.05], [0.05, 0.03, -0.12], [-0.04, -0.03, -0.07], [-0.02, 0.06, 0.01], [0.00, 0.13, 0.02], [-0.09, 0.12, -0.10], [0.05, 0.16, 0.06], [0.05, 0.08, -0.06], [0.03, -0.05, -0.08], [0.01, 0.01, -0.01], [-0.16, -0.15, 0.25], [0.00, -0.10, -0.13], [-0.12, -0.15, 0.03], [-0.01, 0.08, 0.09], [0.06, -0.01, 0.05], [0.11, -0.08, 0.00], [0.08, -0.06, -0.08], [-0.07, -0.01, -0.12], [-0.01, -0.07, 0.02], [0.04, -0.05, 0.03], [0.05, 0.00, -0.01], [0.00, 0.08, -0.03], [0.04, 0.04, -0.04], [0.02, 0.01, 0.12], [0.14, -0.06, 0.01], [0.04, -0.05, -0.05], [0.01, 0.09, 0.09], [0.05, 0.12, 0.08], [0.83, -0.29, 0.80], [-2.41, -0.92, -1.05], [1.86, 0.64, -0.42], [-1.53, -0.63, 0.35], [-0.09, -0.21, -0.48], [-1.14, -1.19, 2.31], [4.25, 1.93, 0.98], [0.81, 0.69, -2.33], [-0.95, -0.74, 1.28], [2.39, 0.80, -0.86], [-0.07, -0.03, 0.02], [0.10, 0.07, -0.02], [0.03, 0.03, -0.10], [-0.32, 0.05, -0.10], [0.79, 2.03, 1.32], [-0.28, -0.53, -0.17], [-0.33, 0.76, -0.14], [0.71, 0.77, -0.15]]}